Entry 1:
{"formula": "C17H21N3O3S", "method": "ωB97M-V/def2-TZVPD", "species": ["C", "N", "S", "O", "O", "C", "C", "N", "C", "N", "C", "H", "H", "C", "O", "C", "H", "C", "H", "H", "H", "H", "H", "C", "C", "H", "H", "H", "C", "C", "C", "C", "C", "C", "C", "H", "H", "H", "H", "H", "H", "H", "H", "H", "H"], "xyz": [[-3.65, -0.75, -1.96], [-3.60, -0.16, -0.74], [-3.19, -1.00, 0.54], [-3.71, -0.43, 1.72], [-3.85, -2.58, 0.16], [-1.62, -1.30, 0.64], [-0.95, -1.92, -0.28], [0.43, -1.83, -0.60], [1.11, -1.32, 0.44], [2.55, -1.54, 0.43], [3.40, -0.71, 1.38], [4.23, -1.47, 1.27], [3.08, -1.05, 2.26], [3.88, 0.58, 0.89], [3.61, 0.59, -0.66], [3.95, -0.58, -1.11], [3.95, -0.47, -2.24], [3.08, -1.80, -0.77], [3.81, -2.56, -0.87], [2.27, -1.84, -1.45], [5.03, -0.78, -1.11], [3.13, 1.36, 1.47], [4.91, 0.80, 1.14], [0.46, -0.72, 1.83], [-0.85, -0.53, 1.43], [-1.31, -0.23, 2.48], [1.10, -0.55, 2.48], [-1.34, -2.08, -1.31], [-3.64, 1.24, -0.48], [-2.10, 1.63, -0.21], [-1.10, 1.59, -1.25], [0.16, 1.79, -1.01], [0.52, 2.41, 0.37], [-0.55, 2.44, 1.25], [-1.86, 2.15, 0.96], [-2.57, 2.55, 1.72], [-0.27, 3.01, 2.06], [1.50, 2.67, 0.84], [0.97, 1.69, -1.58], [-1.45, 1.20, -2.08], [-4.12, 1.52, 0.39], [-4.03, 1.83, -1.28], [-4.03, -1.85, -1.88], [-2.78, -0.78, -2.50], [-4.57, -0.24, -2.76]], "total_charge": 0, "smiles": "CN(Cc1ccccc1)S(=O)(=O)c1ccc(N2CCOCC2)nc1", "homo_energy_ha": -0.3092, "orbital_gap_ev": 8.32, "e_above_lowest_kj_mol": 1541.2}

Entry 2:
{"formula": "C17H21N3O4", "method": "ωB97M-V/def2-TZVPD", "species": ["C", "H", "O", "C", "C", "C", "C", "C", "C", "H", "H", "H", "C", "N", "O", "C", "N", "C", "C", "C", "O", "N", "H", "C", "H", "H", "C", "C", "H", "C", "H", "C", "H", "O", "H", "H", "H", "H", "H", "H", "H", "H", "H", "H", "H"], "xyz": [[5.09, 0.84, 1.23], [4.88, 1.91, 1.18], [4.88, 0.21, -0.01], [3.64, 0.25, -0.57], [2.54, 0.86, 0.01], [1.31, 0.83, -0.64], [1.18, 0.21, -1.88], [2.28, -0.40, -2.45], [3.50, -0.38, -1.80], [4.37, -0.86, -2.23], [2.19, -0.89, -3.41], [0.22, 0.21, -2.37], [0.15, 1.41, 0.00], [0.16, 2.02, 1.16], [-1.14, 2.33, 1.41], [-1.85, 1.89, 0.37], [-1.11, 1.33, -0.53], [-3.33, 2.05, 0.36], [-3.99, 1.19, -0.71], [-3.56, -0.27, -0.78], [-3.62, -0.89, -1.82], [-3.20, -0.84, 0.40], [-2.98, -0.25, 1.18], [-2.50, -2.11, 0.40], [-2.72, -2.63, 1.34], [-2.84, -2.69, -0.45], [-0.99, -1.85, 0.28], [-0.12, -3.11, 0.33], [0.04, -3.53, -0.66], [1.16, -2.59, 0.98], [1.74, -3.36, 1.48], [0.59, -1.57, 1.97], [1.28, -0.74, 2.18], [-0.57, -1.02, 1.36], [0.31, -2.05, 2.92], [1.78, -2.09, 0.24], [-0.59, -3.86, 0.97], [-0.81, -1.30, -0.65], [-3.78, 1.61, -1.70], [-5.07, 1.21, -0.58], [-3.71, 1.82, 1.36], [-3.56, 3.10, 0.18], [2.59, 1.36, 0.97], [6.14, 0.69, 1.47], [4.47, 0.38, 2.01]], "total_charge": 0, "smiles": "COc1cccc(-c2noc(CCC(=O)NC[C@@H]3CCCO3)n2)c1", "homo_energy_ha": -0.3189, "orbital_gap_ev": 9.26, "e_above_lowest_kj_mol": 286.0}

Entry 3:
{"formula": "C17H21N3O5S", "method": "ωB97M-V/def2-TZVPD", "species": ["O", "O", "O", "N", "O", "O", "S", "C", "C", "C", "C", "C", "C", "C", "C", "C", "C", "N", "N", "C", "C", "C", "C", "C", "C", "C", "H", "H", "H", "H", "H", "H", "H", "H", "H", "H", "H", "H", "H", "H", "H", "H", "H", "H", "H", "H", "H"], "xyz": [[0.76, -0.66, 1.67], [-3.64, -2.27, -1.61], [-2.27, -2.19, -3.33], [-3.00, 1.44, -0.05], [-0.06, -0.54, -0.51], [3.35, -1.07, -0.04], [-2.43, -2.30, 1.12], [0.84, -0.93, 0.48], [-3.33, 0.37, 0.60], [-2.27, -0.60, 0.56], [-1.28, -0.02, -0.12], [0.24, -5.01, -0.07], [0.16, -5.02, -1.49], [-0.60, -4.15, 0.64], [-0.76, -4.22, -2.13], [-1.48, -3.31, -0.02], [-1.64, -3.37, -1.43], [-1.69, 1.26, -0.48], [-2.58, -2.57, -2.19], [3.88, -0.61, 1.22], [-4.66, 0.15, 1.27], [2.08, -1.72, 0.02], [0.48, 2.56, -0.43], [-1.65, 3.63, -1.27], [-0.61, 1.76, -2.59], [-0.87, 2.27, -1.18], [0.92, -5.63, 0.49], [0.81, -5.73, -2.03], [-0.64, -4.20, 1.73], [-0.79, -4.25, -3.24], [3.80, -1.37, 2.01], [4.93, -0.37, 1.13], [3.30, 0.29, 1.49], [-5.11, -0.73, 0.78], [-5.32, 1.03, 1.18], [-4.46, -0.07, 2.34], [2.20, -2.59, 0.66], [1.89, -2.11, -0.98], [0.17, 2.94, 0.57], [1.13, 1.67, -0.31], [1.04, 3.32, -1.00], [-2.68, 3.41, -1.61], [-1.74, 4.09, -0.29], [-1.16, 4.32, -1.96], [0.08, 0.91, -2.54], [-0.10, 2.55, -3.20], [-1.57, 1.46, -3.06]], "total_charge": 0, "smiles": "COCC(=O)Oc1c(Sc2ccccc2[N+](=O)[O-])c(C)nn1C(C)(C)C", "homo_energy_ha": -0.3042, "orbital_gap_ev": 7.39, "e_above_lowest_kj_mol": 648.4}

Entry 4:
{"formula": "C17H21N3S", "method": "ωB97M-V/def2-TZVPD", "species": ["C", "C", "C", "C", "C", "C", "N", "N", "C", "H", "C", "N", "C", "C", "H", "H", "H", "H", "C", "C", "C", "C", "C", "C", "C", "H", "H", "H", "H", "H", "H", "H", "H", "H", "H", "H", "S", "H", "H", "H", "H", "H"], "xyz": [[-7.67, -1.28, -0.45], [-6.20, -0.92, -0.08], [-5.59, -1.10, 1.08], [-4.39, -0.71, 1.19], [-4.01, -0.19, -0.06], [-2.84, 0.55, -0.13], [-1.95, 0.49, 0.87], [-0.72, 1.25, 0.43], [0.27, 0.90, 1.41], [0.68, 1.71, 2.06], [1.46, 0.46, 0.79], [2.03, 1.33, -0.24], [1.22, 2.09, -0.66], [-0.22, 1.86, -0.68], [-0.89, 2.59, -1.14], [-0.35, 0.97, -1.38], [1.58, 2.55, -1.43], [1.17, 3.01, 0.29], [2.93, 0.68, -1.29], [3.94, -0.20, -0.58], [4.84, 0.33, 0.08], [5.83, -0.30, 0.82], [6.11, -1.61, 0.35], [5.14, -2.26, -0.39], [4.14, -1.41, -1.30], [3.52, -2.02, -1.74], [5.34, -3.53, -0.86], [6.98, -2.13, 0.65], [6.57, 0.03, 1.46], [4.78, 1.33, 0.53], [2.16, 0.03, -1.87], [3.19, 1.32, -2.01], [1.21, -0.59, 0.25], [2.26, -0.18, 1.48], [-0.14, 0.09, 2.20], [-2.66, 1.32, -1.12], [-5.27, 0.00, -1.28], [-3.81, -0.78, 2.34], [-6.26, -1.70, 1.91], [-8.35, -1.71, 0.33], [-7.59, -1.97, -1.28], [-8.44, -0.32, -0.53]], "total_charge": 0, "homo_energy_ha": -0.2491, "orbital_gap_ev": 6.86, "e_above_lowest_kj_mol": 1610.8}

Entry 5:
{"formula": "C17H21N4OPtSSi", "method": "ωB97M-V/def2-TZVPD", "species": ["Pt", "N", "C", "S", "N", "N", "C", "C", "C", "C", "C", "C", "C", "O", "H", "H", "H", "H", "H", "H", "H", "C", "Si", "C", "C", "N", "C", "C", "C", "C", "C", "C", "H", "H", "H", "H", "H", "H", "H", "H", "H", "H", "H", "H", "H", "H"], "xyz": [[-0.02, 0.21, 0.10], [-3.45, -1.68, 2.17], [-2.25, -1.20, 1.68], [-2.27, -0.67, 0.02], [-1.26, -1.23, 2.52], [-0.05, -0.82, 1.97], [0.94, -0.81, 2.78], [2.31, -0.45, 2.48], [3.19, -0.42, 3.58], [4.52, -0.13, 3.46], [5.02, 0.14, 2.17], [4.20, 0.10, 1.07], [2.81, -0.19, 1.17], [2.10, -0.23, 0.09], [-4.27, -1.30, 1.72], [-3.48, -1.72, 3.18], [0.72, -1.12, 3.80], [2.77, -0.64, 4.57], [5.17, -0.10, 4.32], [6.07, 0.38, 2.04], [4.58, 0.31, 0.08], [-0.29, 2.40, 2.88], [-0.94, 3.11, 1.28], [-2.79, 2.91, 1.30], [-0.66, 4.96, 1.37], [-0.25, 2.32, -0.09], [0.49, 2.78, -1.16], [1.08, 4.06, -1.25], [1.85, 4.43, -2.34], [2.08, 3.56, -3.40], [1.51, 2.30, -3.33], [0.73, 1.93, -2.26], [-0.55, 3.04, 3.72], [0.80, 2.30, 2.84], [-0.72, 1.41, 3.06], [-3.21, 3.24, 2.26], [-3.07, 1.86, 1.13], [-3.25, 3.51, 0.50], [-1.27, 5.34, 2.20], [-0.97, 5.48, 0.46], [0.38, 5.23, 1.58], [0.96, 4.76, -0.44], [2.28, 5.43, -2.36], [2.69, 3.86, -4.24], [1.67, 1.59, -4.14], [0.26, 0.95, -2.27]], "total_charge": -1, "homo_energy_ha": [-0.1288, -0.1468], "orbital_gap_ev": [6.47, 6.48], "s2": 2.01, "spin_multiplicity": 3, "e_above_lowest_kj_mol": 0.0}

Entry 6:
{"formula": "C17H21N5O2S", "method": "ωB97M-V/def2-TZVPD", "species": ["C", "C", "C", "C", "C", "C", "C", "O", "N", "C", "C", "C", "C", "C", "O", "N", "C", "C", "C", "N", "N", "C", "S", "C", "N", "H", "H", "H", "H", "H", "H", "H", "H", "H", "H", "H", "H", "H", "H", "H", "H", "H", "H", "H", "H", "H"], "xyz": [[-3.43, -5.17, -1.94], [-2.79, -4.02, -2.66], [-3.24, -3.62, -3.91], [-2.67, -2.55, -4.58], [-1.64, -1.85, -3.98], [-1.15, -2.24, -2.73], [-0.02, -1.47, -2.12], [0.87, -2.01, -1.47], [-0.05, -0.13, -2.33], [0.94, 0.80, -1.79], [2.34, 0.52, -2.32], [0.91, 0.81, -0.28], [0.70, 1.90, 0.44], [0.71, 1.83, 1.93], [0.85, 0.79, 2.55], [0.54, 3.02, 2.56], [0.59, 3.12, 4.01], [-0.16, 4.35, 4.48], [2.03, 3.13, 4.49], [2.60, 4.18, 4.97], [3.91, 3.97, 5.31], [4.27, 2.75, 5.08], [3.05, 1.74, 4.42], [-1.71, -3.34, -2.08], [-1.32, -3.75, -0.77], [-2.75, -6.02, -1.86], [-3.69, -4.88, -0.92], [-4.33, -5.50, -2.46], [-4.07, -4.16, -4.36], [-3.03, -2.26, -5.56], [-1.17, -1.03, -4.51], [-0.91, 0.26, -2.68], [0.63, 1.79, -2.14], [3.03, 1.30, -1.99], [2.70, -0.44, -1.96], [2.33, 0.50, -3.41], [1.10, -0.13, 0.22], [0.51, 2.86, -0.03], [0.58, 3.88, 2.03], [0.12, 2.21, 4.39], [-0.14, 4.42, 5.56], [0.29, 5.26, 4.09], [-1.20, 4.29, 4.14], [5.27, 2.39, 5.29], [-0.62, -4.48, -0.82], [-0.80, -2.99, -0.32]], "total_charge": 0, "smiles": "Cc1cccc(C(=O)N[C@H](C)/C=C/C(=O)N[C@H](C)c2nncs2)c1N", "homo_energy_ha": -0.3213, "orbital_gap_ev": 9.28, "e_above_lowest_kj_mol": 146.5}

Entry 7:
{"formula": "C17H21NO2", "method": "ωB97M-V/def2-TZVPD", "species": ["C", "H", "O", "C", "C", "C", "C", "C", "C", "H", "H", "O", "C", "C", "N", "C", "H", "H", "H", "C", "C", "C", "C", "C", "C", "C", "H", "H", "H", "H", "H", "H", "H", "H", "H", "H", "H", "H", "H", "H", "H"], "xyz": [[1.75, -1.35, -6.30], [0.72, -1.00, -6.44], [1.79, -2.50, -5.50], [1.32, -2.43, -4.22], [0.79, -1.29, -3.63], [0.34, -1.32, -2.31], [0.40, -2.49, -1.57], [0.93, -3.64, -2.18], [1.38, -3.61, -3.47], [1.79, -4.49, -3.94], [0.97, -4.55, -1.60], [-0.04, -2.65, -0.29], [-0.50, -1.54, 0.44], [0.65, -0.67, 0.95], [0.20, 0.27, 1.96], [1.29, 0.71, 2.81], [0.89, 1.39, 3.57], [2.08, 1.23, 2.25], [1.72, -0.15, 3.31], [-0.50, 1.41, 1.40], [-1.23, 2.18, 2.46], [-2.02, 1.50, 3.39], [-2.70, 2.19, 4.37], [-2.61, 3.57, 4.44], [-1.83, 4.26, 3.52], [-1.15, 3.57, 2.54], [-0.54, 4.11, 1.83], [-1.76, 5.33, 3.57], [-3.15, 4.11, 5.21], [-3.30, 1.65, 5.08], [-2.07, 0.43, 3.33], [-1.24, 1.04, 0.68], [0.19, 2.08, 0.85], [1.15, -0.16, 0.11], [1.38, -1.34, 1.41], [-1.02, -1.96, 1.30], [-1.22, -0.97, -0.15], [-0.07, -0.41, -1.90], [0.72, -0.36, -4.17], [2.35, -0.54, -5.87], [2.16, -1.64, -7.26]], "total_charge": 0, "smiles": "COc1ccc(OCCN(C)Cc2ccccc2)cc1", "homo_energy_ha": -0.2890, "orbital_gap_ev": 8.66, "e_above_lowest_kj_mol": 199.5}

Entry 8:
{"formula": "C17H21NO2", "method": "ωB97M-V/def2-TZVPD", "species": ["C", "H", "O", "C", "C", "C", "C", "C", "C", "H", "H", "N", "C", "O", "C", "C", "C", "C", "H", "H", "C", "C", "C", "C", "H", "H", "C", "H", "H", "H", "H", "H", "H", "H", "H", "H", "H", "H", "H", "H", "H"], "xyz": [[-5.99, -1.55, -0.58], [-6.44, -0.76, -0.17], [-4.64, -1.71, -0.06], [-3.83, -0.82, -0.01], [-2.66, -1.26, 0.52], [-1.75, -0.23, 0.83], [-1.95, 1.00, 0.38], [-3.08, 1.45, -0.53], [-4.12, 0.51, -0.61], [-4.95, 0.71, -1.01], [-3.27, 2.61, -0.81], [-0.98, 2.21, 0.21], [0.51, 1.84, 0.14], [1.20, 3.07, 0.56], [1.05, 0.71, -0.33], [2.07, 0.05, 0.77], [2.53, 0.55, -0.61], [2.85, -0.13, -1.82], [2.12, -0.44, -2.41], [3.24, 0.69, -2.52], [3.92, -1.16, -1.74], [4.77, -0.70, -0.38], [4.70, -0.99, 0.79], [3.49, -1.84, 1.48], [3.67, -2.78, 0.82], [3.69, -1.78, 2.38], [2.17, -1.60, 0.84], [1.90, -1.75, -0.11], [1.35, -1.73, 1.72], [5.47, -0.82, 1.53], [5.77, -0.10, -0.87], [3.45, -2.14, -1.55], [4.57, -1.26, -2.55], [2.98, 1.54, -0.60], [2.39, 0.57, 1.53], [0.41, 0.27, -0.68], [-1.18, 3.07, 0.27], [-0.79, -0.35, 1.58], [-2.58, -2.02, 1.11], [-6.02, -1.17, -1.62], [-6.52, -2.56, -0.42]], "total_charge": 0, "smiles": "COc1ccc(NC(=O)[C@H]2[C@@H]3CC/C=C\\CC[C@@H]32)cc1", "homo_energy_ha": -0.2782, "orbital_gap_ev": 8.19, "e_above_lowest_kj_mol": 1607.0}

Entry 9:
{"formula": "C17H21NO3", "method": "ωB97M-V/def2-TZVPD", "species": ["C", "C", "C", "C", "C", "C", "C", "H", "C", "H", "H", "H", "C", "C", "C", "O", "O", "H", "C", "N", "C", "C", "O", "C", "C", "H", "H", "H", "H", "H", "H", "H", "H", "H", "H", "C", "H", "H", "H", "H", "H", "H"], "xyz": [[-4.67, -1.91, 0.64], [-3.35, -1.32, 0.27], [-3.15, 0.05, 0.29], [-1.89, 0.55, -0.06], [-0.80, -0.28, -0.41], [-1.04, -1.67, -0.44], [-2.29, -2.15, -0.10], [-2.46, -3.21, -0.13], [-0.02, -2.70, -0.85], [0.20, -2.61, -1.91], [-0.41, -3.69, -0.67], [0.90, -2.57, -0.29], [0.45, 0.40, -0.71], [0.47, 1.76, -0.71], [-0.67, 2.58, -0.37], [-0.68, 3.79, -0.35], [-1.80, 1.91, -0.03], [1.37, 2.30, -0.94], [1.75, -0.28, -1.03], [2.27, -1.04, 0.11], [2.35, -0.28, 1.34], [3.40, 0.85, 1.26], [4.31, 0.63, 0.20], [4.74, -0.71, 0.16], [3.56, -1.66, -0.16], [3.64, -2.56, 0.46], [3.59, -1.96, -1.21], [5.50, -0.74, -0.62], [5.21, -0.98, 1.11], [2.93, 1.82, 1.05], [3.95, 0.93, 2.22], [2.62, -0.99, 2.13], [1.37, 0.13, 1.58], [2.46, 0.49, -1.36], [1.61, -0.99, -1.85], [-4.26, 0.98, 0.67], [-5.11, 0.85, -0.01], [-4.60, 0.77, 1.68], [-3.93, 2.01, 0.62], [-4.95, -1.63, 1.65], [-4.65, -2.99, 0.57], [-5.45, -1.54, -0.03]], "total_charge": 0, "smiles": "Cc1cc(C)c2c(CN3CCOCC3)cc(=O)oc2c1C", "homo_energy_ha": -0.3133, "orbital_gap_ev": 8.68, "e_above_lowest_kj_mol": 157.0}

Entry 10:
{"formula": "C17H22AsN2O8ReS", "method": "ωB97M-V/def2-TZVPD", "species": ["Re", "C", "C", "O", "N", "C", "C", "C", "C", "C", "C", "N", "H", "H", "H", "H", "H", "H", "H", "H", "H", "H", "O", "As", "O", "O", "C", "C", "C", "C", "C", "C", "S", "O", "O", "O", "H", "H", "H", "H", "H", "C", "C", "C", "O", "H", "H", "H", "H", "H", "H", "H"], "xyz": [[0.56, -0.16, 0.29], [2.53, -0.52, -3.37], [2.33, 0.29, -2.14], [2.13, -0.31, -1.04], [2.40, 1.60, -2.18], [2.26, 2.43, -0.98], [0.82, 2.81, -0.71], [0.42, 4.11, -0.95], [-0.91, 4.47, -0.76], [-1.79, 3.49, -0.34], [-1.32, 2.21, -0.13], [-0.04, 1.85, -0.29], [3.34, -1.22, -3.19], [2.76, 0.09, -4.24], [1.63, -1.09, -3.54], [2.54, 2.05, -3.07], [2.84, 3.34, -1.15], [2.69, 1.90, -0.14], [1.15, 4.83, -1.28], [-1.23, 5.48, -0.93], [-2.84, 3.70, -0.18], [-2.01, 1.45, 0.22], [-2.69, -1.70, 2.85], [-2.74, -0.91, 1.31], [-3.71, 0.38, 1.22], [-1.07, -0.40, 1.14], [-3.09, -2.27, 0.03], [-4.32, -2.23, -0.61], [-4.66, -3.23, -1.50], [-3.78, -4.28, -1.74], [-2.55, -4.33, -1.10], [-2.21, -3.32, -0.22], [0.33, -2.84, -0.41], [-0.17, -1.62, -1.18], [-1.00, -3.32, 0.45], [1.11, -2.19, 0.71], [-3.14, -1.15, 3.51], [-5.00, -1.41, -0.41], [-5.62, -3.20, -2.01], [-4.05, -5.07, -2.43], [-1.86, -5.14, -1.27], [3.82, 0.33, 2.23], [2.35, 0.18, 2.56], [1.95, 0.85, 3.86], [1.60, 0.81, 1.50], [4.43, -0.14, 3.01], [4.10, 1.38, 2.18], [4.06, -0.16, 1.29], [2.08, -0.88, 2.59], [2.20, 1.91, 3.83], [2.48, 0.39, 4.69], [0.88, 0.74, 4.03]], "total_charge": 1, "homo_energy_ha": [-0.4202, -0.4068], "orbital_gap_ev": [7.89, 7.79], "s2": 0.76, "spin_multiplicity": 2, "e_above_lowest_kj_mol": 0.0}

| no. | largest force on an atom (eV/A) |
| --- | --- |
| 1 | 15.97 |
| 2 | 1.25 |
| 3 | 2.67 |
| 4 | 17.29 |
| 5 | 0.83 |
| 6 | 0.41 |
| 7 | 0.48 |
| 8 | 17.08 |
| 9 | 0.91 |
| 10 | 0.10 |